1.
Formula: C24H26FN3O3
Source: the OMol25 dataset
Level of theory: ωB97M-V with the def2-TZVPD basis set

Its multiplicity is 1. The energy relative to the best compared isomer or geometry (same formula, charge and spin) is 0.0 kcal per mole. As for the SMILES: CCOc1ccc2[nH]c(=O)c(CN(Cc3ccc(F)cc3)C(=O)N3CCCC3)cc2c1. For the HOMO energy, the calculation gives -8.126 eV. The calculation puts the HOMO-LUMO gap at 8.276 eV. Its LUMO energy is 0.15 eV.

Structure (XYZ):
```
57
Properties=species:S:1:pos:R:3:nbo_charge:R:1
C 3.583 -0.302 -6.511 -0.6385
C 3.008 -1.602 -5.955 -0.0622
O 2.718 -1.524 -4.573 -0.4929
C 1.619 -0.850 -4.141 0.2818
C 0.629 -0.300 -4.964 -0.2752
C -0.459 0.344 -4.414 -0.2345
C -0.593 0.459 -3.033 0.2292
N -1.666 1.092 -2.462 -0.5789
C -1.883 1.250 -1.113 0.6243
O -2.884 1.818 -0.711 -0.6239
C -0.846 0.681 -0.252 -0.0985
C -1.079 0.870 1.223 -0.2472
N -0.139 0.181 2.073 -0.4680
C 1.043 0.955 2.437 -0.2365
C 0.709 2.180 3.250 -0.0626
C 0.291 2.041 4.569 -0.1794
C -0.051 3.150 5.320 -0.2760
C 0.030 4.401 4.735 0.3935
F -0.299 5.491 5.463 -0.3268
C 0.441 4.570 3.426 -0.2838
C 0.777 3.448 2.688 -0.1903
C -0.493 -0.848 2.917 0.8113
O 0.111 -1.049 3.958 -0.6799
N -1.559 -1.624 2.534 -0.4635
C -1.824 -2.021 1.154 -0.2163
C -2.296 -3.482 1.222 -0.4125
C -1.798 -3.967 2.580 -0.4099
C -1.946 -2.709 3.427 -0.2201
C 0.222 0.047 -0.780 -0.1502
C 0.395 -0.090 -2.193 -0.1152
C 1.489 -0.738 -2.764 -0.2095
H 3.840 -0.435 -7.558 0.2163
H 2.867 0.511 -6.423 0.2108
H 4.479 -0.031 -5.958 0.2172
H 2.122 -1.914 -6.521 0.1680
H 3.756 -2.397 -6.026 0.1958
H 0.696 -0.373 -6.037 0.2209
H -1.217 0.763 -5.060 0.2113
H -2.378 1.480 -3.070 0.4127
H -2.102 0.575 1.466 0.2452
H -1.026 1.948 1.432 0.2347
H 1.555 1.248 1.516 0.1952
H 1.687 0.292 3.020 0.2500
H 0.237 1.053 4.999 0.2475
H -0.374 3.058 6.345 0.2295
H 0.491 5.560 3.002 0.2290
H 1.105 3.567 1.664 0.2115
H -0.911 -1.929 0.560 0.2015
H -2.594 -1.394 0.696 0.1967
H -3.386 -3.523 1.193 0.2035
H -1.908 -4.069 0.392 0.2166
H -0.747 -4.254 2.523 0.2034
H -2.373 -4.805 2.968 0.2161
H -2.989 -2.564 3.727 0.1835
H -1.309 -2.696 4.310 0.2477
H 0.976 -0.381 -0.135 0.2241
H 2.253 -1.166 -2.135 0.2240
```



2.
Formula: C19H38N2O8S2
Source: the OMol25 dataset
Level of theory: ωB97M-V with the def2-TZVPD basis set

Its multiplicity is 1. As for the SMILES: CCOCCCCC[C@@H]1CS(=O)(=O)O[C@@H](CC(=O)O)[C@H]1S.CN(C)C=O.CN(C)C=O. For the HOMO energy, the calculation gives -9.230 eV. The calculation puts the HOMO-LUMO gap at 9.577 eV. Its LUMO energy is 0.35 eV.

Structure (XYZ):
```
69
Properties=species:S:1:pos:R:3:nbo_charge:R:1
C 3.801 1.725 0.392 -0.6784
C 3.472 1.307 -1.120 -0.0638
O 2.482 0.265 -1.196 -0.5546
C 2.956 -0.986 -0.658 -0.0769
C 2.343 -1.381 0.757 -0.4288
C 0.748 -1.318 0.844 -0.4144
C -0.016 -1.498 -0.548 -0.4376
C -1.464 -2.114 -0.259 -0.4023
C -2.651 -1.026 -0.316 -0.2311
C -2.949 -0.512 -1.820 -0.6819
S -2.370 1.199 -2.176 2.2020
O -0.978 1.264 -2.755 -0.8827
O -3.302 1.756 -3.231 -0.9115
O -2.568 2.161 -0.814 -0.6601
C -1.785 1.471 0.221 0.0352
C -1.613 2.561 1.410 -0.5266
C -0.039 2.796 1.649 0.8003
O 0.544 1.973 2.377 -0.5846
O 0.650 3.868 1.030 -0.7036
C -2.492 0.146 0.757 -0.3303
S -4.258 0.625 1.234 -0.0852
H 4.807 1.273 0.661 0.2178
H 2.979 1.403 1.122 0.2340
H 3.832 2.867 0.416 0.2079
H 2.998 2.230 -1.612 0.1940
H 4.408 1.039 -1.712 0.1692
H 4.091 -0.914 -0.514 0.1783
H 2.795 -1.848 -1.391 0.1827
H 2.744 -0.697 1.587 0.2191
H 2.731 -2.426 1.030 0.2083
H 0.444 -0.342 1.337 0.2130
H 0.426 -2.174 1.538 0.1991
H -0.131 -0.489 -1.086 0.2339
H 0.555 -2.156 -1.294 0.2194
H -1.674 -2.940 -1.023 0.2193
H -1.527 -2.603 0.768 0.2065
H -3.596 -1.607 -0.012 0.2291
H -2.599 -1.274 -2.606 0.3364
H -4.092 -0.492 -1.929 0.2708
H -0.746 1.324 -0.212 0.2488
H -2.134 2.229 2.360 0.2544
H -2.037 3.576 1.120 0.2514
H 1.207 4.270 1.728 0.5000
H -1.983 -0.183 1.727 0.2601
H -4.336 1.999 1.361 0.1476
C -5.046 -4.659 -5.740 -0.3987
N -4.489 -3.604 -4.918 -0.4275
C -5.349 -2.923 -3.969 -0.4202
C -3.185 -3.231 -5.007 0.5416
O -2.658 -2.355 -4.346 -0.6402
H -5.861 -4.249 -6.342 0.1987
H -5.433 -5.450 -5.093 0.1964
H -4.289 -5.078 -6.403 0.2139
H -5.371 -1.857 -4.204 0.2220
H -4.944 -3.051 -2.962 0.2060
H -6.360 -3.328 -4.011 0.2091
H -2.620 -3.808 -5.756 0.1137
C 4.916 3.038 6.099 -0.3974
N 4.731 2.140 4.978 -0.4347
C 3.905 2.566 3.864 -0.4226
C 5.308 0.907 4.935 0.5294
O 5.191 0.110 4.025 -0.6192
H 3.942 3.263 6.541 0.1942
H 5.378 3.962 5.744 0.1937
H 5.557 2.587 6.858 0.2115
H 3.076 1.864 3.744 0.2282
H 4.504 2.560 2.951 0.2179
H 3.513 3.569 4.039 0.1958
H 5.913 0.682 5.828 0.1042
```



3.
Formula: C17H29LuN2S
Source: the OMol25 dataset
Level of theory: ωB97M-V with the def2-TZVPD basis set

Its multiplicity is 1. The energy relative to the best compared isomer or geometry (same formula, charge and spin) is 145.1 kcal per mole. As for the net charge: +2. For the HOMO energy (spin up / spin down), the calculation gives -13.437 / -13.437 eV. The calculation puts the HOMO-LUMO gap (spin up / spin down) at 4.725 / 4.725 eV. Its LUMO energy (spin up / spin down) is -8.71 / -8.71 eV.

Structure (XYZ):
```
50
Properties=species:S:1:pos:R:3:nbo_charge:R:1
C 1.042 2.071 -1.595 -1.0388
H 2.026 2.562 -1.377 0.1710
H 1.083 1.823 -2.658 0.2419
H 3.060 0.062 1.306 0.0696
C -0.106 3.016 -1.276 -0.3811
H -1.064 2.469 -1.368 0.2075
H -0.011 3.288 -0.206 0.1557
C -0.140 4.262 -2.172 -0.6102
H -1.025 4.889 -2.058 0.2275
H 0.709 4.916 -1.976 0.2149
H -0.091 3.966 -3.222 0.2194
C -0.765 -1.351 0.029 -0.0479
C -1.402 -0.557 -0.952 -0.0481
C -0.500 -0.355 -2.025 0.0513
C 0.726 -1.019 -1.731 -0.2152
C 0.561 -1.672 -0.444 -0.3166
C 1.327 -2.871 -0.022 -0.6272
C 1.862 -1.263 -2.662 -0.6521
C -0.892 0.149 -3.365 -0.6670
C -2.846 -0.223 -0.984 -0.6556
C -1.464 -2.126 1.072 -0.6459
Lu 1.533 0.572 0.002 1.8025
H 2.796 -1.512 -2.131 0.2110
H 1.628 -2.125 -3.316 0.2640
H 2.061 -0.406 -3.323 0.2419
H 2.351 -2.867 -0.416 0.2234
H 1.380 -2.976 1.071 0.1920
H 0.820 -3.779 -0.412 0.2482
H -2.445 -1.694 1.302 0.2363
H -1.643 -3.170 0.753 0.2527
H -0.886 -2.166 2.004 0.1771
H -3.017 0.710 -1.539 0.2333
H -3.440 -1.008 -1.487 0.2509
H -3.260 -0.102 0.027 0.2192
H -0.155 0.839 -3.792 0.2313
H -0.995 -0.690 -4.077 0.2547
H -1.858 0.669 -3.342 0.2365
C 0.606 -1.718 4.551 -0.4314
N 0.322 -0.466 3.825 -0.2707
C -0.811 0.321 3.991 -0.0092
C -0.775 1.296 3.064 -0.0140
N 0.376 1.070 2.290 -0.5272
C 1.069 0.001 2.828 0.2150
S 2.421 -0.825 2.229 0.3507
H 0.436 -2.580 3.902 0.2491
H 1.636 -1.722 4.916 0.2547
H -0.098 -1.743 5.388 0.2638
H -1.502 0.069 4.789 0.2858
H -1.411 2.149 2.899 0.2889
H 0.770 1.815 1.690 0.4165
```



4.
Formula: C4H11N2
Source: the OMol25 dataset
Level of theory: ωB97M-V with the def2-TZVPD basis set

Its multiplicity is 1. The energy relative to the best compared isomer or geometry (same formula, charge and spin) is 67.9 kcal per mole. As for the net charge: +1. As for the SMILES: C=[NH+]CCNC. For the HOMO energy, the calculation gives -12.618 eV. The calculation puts the HOMO-LUMO gap at 7.448 eV. Its LUMO energy is -5.17 eV.

Structure (XYZ):
```
17
Properties=species:S:1:pos:R:3:nbo_charge:R:1
C 2.045 -0.375 -0.796 0.1066
N 1.750 0.514 0.072 -0.3682
C 0.447 1.035 0.258 -0.2556
C -0.567 0.332 1.113 -0.2055
N -1.067 -0.787 0.476 -0.6392
C -1.889 -0.679 -0.674 -0.4165
H 3.027 -0.778 -0.757 0.2312
H 1.295 -0.685 -1.524 0.2356
H 2.392 0.946 0.684 0.4374
H 0.155 1.194 -0.811 0.2184
H 0.678 1.971 0.719 0.2230
H 0.075 -0.098 1.984 0.2180
H -1.237 1.090 1.404 0.2194
H -0.851 -1.692 0.730 0.3965
H -2.041 -1.659 -1.183 0.2281
H -2.816 -0.252 -0.294 0.2063
H -1.393 -0.076 -1.400 0.1643
```



5.
Formula: C3H5NO2
Source: the OMol25 dataset
Level of theory: ωB97M-V with the def2-TZVPD basis set

Its multiplicity is 3. The energy relative to the best compared isomer or geometry (same formula, charge and spin) is 31.1 kcal per mole. For the HOMO energy (spin up / spin down), the calculation gives -6.563 / -11.898 eV. The calculation puts the HOMO-LUMO gap (spin up / spin down) at 7.349 / 11.630 eV. Its LUMO energy (spin up / spin down) is 0.79 / -0.27 eV. As for the expectation value of S²: 2.006.

Structure (XYZ):
```
11
Properties=species:S:1:pos:R:3:mulliken_spin:R:1
C 2.210 0.985 0.119 0.0368
C -1.100 1.053 0.280 0.8505
C -0.262 -1.019 -0.444 0.8556
N 2.972 0.127 0.064 0.0072
O -0.365 -2.295 -0.027 0.0131
O -0.635 -0.139 0.444 0.1724
H 1.561 1.793 0.401 -0.0317
H -1.460 1.600 1.128 0.0189
H -1.533 1.347 -0.563 0.0126
H -0.104 -0.856 -1.482 0.0168
H -1.285 -2.596 0.079 0.0478
```



6.
Formula: C3H10N2
Source: the OMol25 dataset
Level of theory: ωB97M-V with the def2-TZVPD basis set

Its multiplicity is 1. The energy relative to the best compared isomer or geometry (same formula, charge and spin) is 27.9 kcal per mole. As for the SMILES: CCN(C)N. For the HOMO energy, the calculation gives -8.430 eV. The calculation puts the HOMO-LUMO gap at 9.526 eV. Its LUMO energy is 1.10 eV.

Structure (XYZ):
```
15
Properties=species:S:1:pos:R:3:nbo_charge:R:1
C 0.896 -1.110 -0.811 -0.6440
C -0.273 -0.989 0.170 -0.2244
N -0.755 0.359 0.450 -0.2862
C 0.148 1.162 1.247 -0.4177
N -1.155 1.097 -0.691 -0.6684
H 0.591 -0.820 -1.814 0.1988
H 1.236 -2.139 -0.852 0.2186
H 1.730 -0.481 -0.505 0.2046
H 0.012 -1.424 1.130 0.1944
H -1.126 -1.558 -0.217 0.1868
H 1.105 1.373 0.752 0.1560
H -0.349 2.107 1.448 0.2153
H 0.337 0.650 2.186 0.1963
H -0.420 1.125 -1.405 0.3186
H -1.977 0.648 -1.088 0.3512
```



7.
Formula: C6H10N2O
Source: the OMol25 dataset
Level of theory: ωB97M-V with the def2-TZVPD basis set

Its multiplicity is 1. The energy relative to the best compared isomer or geometry (same formula, charge and spin) is 210.1 kcal per mole. For the HOMO energy (spin up / spin down), the calculation gives -8.229 / -8.065 eV. The calculation puts the HOMO-LUMO gap (spin up / spin down) at 7.709 / 7.218 eV. Its LUMO energy (spin up / spin down) is -0.52 / -0.85 eV.

Structure (XYZ):
```
19
Properties=species:S:1:pos:R:3:nbo_charge:R:1
C -0.614 -1.118 -0.456 0.2435
C -4.429 0.426 -0.333 0.5089
C 0.339 -1.970 0.189 -0.5822
C 0.637 -0.485 -0.081 -0.1974
C 1.740 0.024 -1.013 -0.5679
C 0.369 0.516 1.064 -0.5933
N -2.586 -0.759 0.481 -0.1182
N -3.086 0.280 -0.116 -0.4413
O -5.284 -0.384 -0.049 -0.5087
H -4.592 1.422 -0.682 0.1077
H 0.072 -2.173 1.262 0.2582
H 0.861 -2.560 -0.568 0.2549
H 2.532 0.357 -0.480 0.2123
H 1.227 0.723 -1.525 0.2085
H 2.005 -0.731 -1.613 0.2054
H 0.031 1.501 0.468 0.1966
H 1.310 0.592 1.755 0.2196
H -0.362 0.314 1.778 0.2233
H -2.418 1.073 -0.170 0.3702
```



8.
Formula: C2HFN2OS
Source: the OMol25 dataset
Level of theory: ωB97M-V with the def2-TZVPD basis set

Its multiplicity is 1. The energy relative to the best compared isomer or geometry (same formula, charge and spin) is 25.0 kcal per mole. As for the SMILES: Fc1n[nH]c(=S)o1. For the HOMO energy, the calculation gives -8.759 eV. The calculation puts the HOMO-LUMO gap at 9.140 eV. Its LUMO energy is 0.38 eV.

Structure (XYZ):
```
8
Properties=species:S:1:pos:R:3:nbo_charge:R:1
F -2.538 -0.718 -0.018 -0.2392
C -1.445 -0.113 0.058 0.8050
N -1.233 1.118 -0.114 -0.3273
N 0.035 1.239 0.020 -0.4042
C 0.708 0.115 0.050 0.3333
S 2.345 -0.309 -0.031 -0.1851
O -0.286 -0.923 0.041 -0.4351
H 0.415 2.278 0.333 0.4527
```